{"formula": "C25H21ClN2O4", "method": "the ωB97M-V functional and the def2-TZVPD basis", "molar_mass_g_mol": 448.91, "spin_multiplicity": 1, "homo_lumo_gap_ev": 8.43, "smiles": "O=C(N[C@H](Cc1ccccc1)C(=O)O)/C(=C\\c1ccc(Cl)cc1)NC(=O)c1ccccc1", "e_above_lowest_kcal_mol": 4.7, "homo_ev": -8.2, "energy_ev": -49960.221, "symbols": ["O", "C", "N", "H", "C", "C", "O", "O", "H", "H", "C", "C", "C", "C", "C", "C", "C", "H", "H", "H", "H", "H", "H", "H", "C", "C", "C", "C", "C", "C", "C", "C", "H", "H", "Cl", "H", "H", "H", "N", "C", "O", "C", "C", "C", "C", "C", "C", "H", "H", "H", "H", "H", "H"], "xyz": [[0.539452, 0.038141, 1.640794], [0.510495, -0.437527, 0.526055], [-0.311762, -0.018084, -0.455016], [-0.251994, -0.402057, -1.387419], [-1.103598, 1.178417, -0.319526], [-1.294750, 1.779653, -1.696198], [-1.201339, 1.153846, -2.719937], [-1.601516, 3.071082, -1.651107], [-1.750945, 3.423714, -2.543456], [-0.578108, 1.888947, 0.327208], [-2.484243, 0.849090, 0.301647], [-3.329810, 2.078107, 0.459837], [-4.394199, 2.327593, -0.395674], [-5.155278, 3.475069, -0.255979], [-4.856799, 4.388409, 0.739874], [-3.796670, 4.147349, 1.597715], [-3.038957, 2.999269, 1.458881], [-2.214886, 2.809991, 2.131076], [-3.561181, 4.856505, 2.377600], [-5.449542, 5.284722, 0.848259], [-5.982807, 3.656270, -0.926508], [-4.630318, 1.616705, -1.175531], [-2.289454, 0.398896, 1.276273], [-2.982582, 0.111625, -0.331139], [1.347817, -1.635153, 0.144129], [0.854197, -2.858109, -0.099008], [-0.546273, -3.246585, -0.043398], [-1.456115, -2.658727, 0.837082], [-2.783555, -3.039178, 0.844356], [-3.218644, -4.023982, -0.028963], [-2.329435, -4.644092, -0.892799], [-1.003709, -4.259469, -0.889509], [-0.311294, -4.740395, -1.564946], [-2.674548, -5.420187, -1.557829], [-4.882015, -4.495855, -0.028472], [-3.479955, -2.579938, 1.528476], [-1.114774, -1.919202, 1.542402], [1.544440, -3.640574, -0.394511], [2.711449, -1.376485, 0.105502], [3.229066, -0.121259, -0.097986], [2.525989, 0.830102, -0.367704], [4.709555, -0.040995, 0.000530], [5.450183, -0.864960, 0.844164], [6.824975, -0.727851, 0.911012], [7.470472, 0.223103, 0.137292], [6.736982, 1.054454, -0.693685], [5.362253, 0.928906, -0.755974], [4.770632, 1.573778, -1.387972], [7.237607, 1.803749, -1.288321], [8.544455, 0.321926, 0.190503], [7.395237, -1.362809, 1.572823], [4.956405, -1.588039, 1.477728], [3.339368, -2.167890, 0.127344]], "forces_ev_per_angstrom": [[0.0, 0.1, 0.3], [-0.4, -0.1, -0.4], [-0.1, 0.1, -0.3], [0.1, 0.0, 0.1], [-0.1, -0.1, 0.3], [0.2, -0.2, -0.2], [0.0, -0.2, -0.1], [0.0, 0.6, 0.2], [0.1, -0.3, 0.0], [-0.1, -0.1, -0.1], [0.2, 0.2, -0.1], [-0.2, -0.1, 0.1], [0.0, 0.0, 0.1], [-0.1, 0.0, -0.1], [-0.1, 0.1, 0.0], [0.0, 0.1, 0.1], [0.0, -0.1, 0.0], [0.1, 0.0, 0.1], [0.0, 0.1, 0.1], [0.0, 0.1, 0.0], [-0.1, 0.0, 0.0], [0.0, -0.1, -0.1], [0.0, -0.1, 0.0], [0.0, 0.0, 0.0], [-0.2, -0.3, -0.2], [0.4, 0.5, 0.0], [-0.5, -0.2, 0.1], [0.1, -0.2, -0.1], [-0.1, -0.1, -0.1], [0.2, 0.1, 0.0], [-0.2, 0.0, 0.0], [0.1, 0.2, 0.1], [0.1, 0.0, -0.1], [-0.1, -0.1, 0.0], [-0.2, -0.1, 0.0], [-0.1, 0.0, 0.1], [0.0, 0.1, 0.1], [0.1, 0.0, 0.0], [0.3, -0.3, 0.2], [0.0, -0.1, -0.1], [0.2, 0.1, 0.0], [0.3, 0.2, 0.1], [-0.1, 0.1, -0.1], [0.1, -0.1, 0.0], [0.0, 0.0, 0.0], [0.0, 0.0, 0.0], [-0.2, -0.1, 0.0], [-0.1, 0.1, 0.0], [0.0, 0.1, -0.1], [0.1, 0.0, 0.0], [0.0, 0.0, 0.1], [0.0, -0.1, 0.1], [-0.1, 0.2, 0.0]]}